No. 1
Density functional theory data (ωB97M-V with the def2-TZVPD basis set) for a structure of composition C4H11NO2.

Summary:
DFT total energy = -364.0116 Eh
orbital gap (spin up / spin down) = 7.8 / 7.8 eV
energy relative to the best compared isomer or geometry (same formula, charge and spin) = 673.7 kJ/mol

Geometry as XYZ:
```
18
C4H11NO2 ωB97M-V with the def2-TZVPD basis set
C 0.124 -0.162 -0.431
C -1.556 1.497 0.233
C -0.597 -0.220 0.761
C 1.393 0.609 -0.571
N 0.654 -2.091 0.376
O 2.103 -2.117 0.280
O -2.776 1.150 -0.348
H 2.370 -2.240 1.200
H -2.646 0.990 -1.290
H 0.379 -2.608 -0.465
H -0.401 -0.425 -1.346
H -1.726 1.846 1.249
H -0.983 2.225 -0.341
H -0.081 0.030 1.681
H -1.482 -0.842 0.826
H 1.652 1.164 0.334
H 2.210 -0.107 -0.732
H 1.363 1.300 -1.415
```

No. 2
Density functional theory data (ωB97M-V with the def2-TZVPD basis set) for a cluster of 2 separate species, C12H17N in total.

Summary:
DFT total energy = -521.9260 Eh
orbital gap (spin up / spin down) = 9.2 / 6.7 eV
2S+1 = 2
net charge = +1
energy relative to the best compared isomer or geometry (same formula, charge and spin) = 43.8 kJ/mol

Geometry as XYZ:
```
30
C12H17N ωB97M-V with the def2-TZVPD basis set
C -2.638 -0.625 1.033
C -0.408 0.131 -1.859
C -0.639 -0.493 -0.614
C -1.938 -0.173 -0.189
C -2.416 0.769 -1.145
C 0.732 -0.046 -2.595
C 1.734 -0.832 -2.001
C 0.356 -1.350 -0.088
C 1.527 -1.507 -0.797
N -1.497 1.017 -2.087
H -1.806 1.261 -3.020
H 0.849 0.302 -3.609
H -3.388 1.225 -1.240
H 2.686 -0.915 -2.515
H 0.141 -1.871 0.833
H -3.524 -1.207 0.770
H -2.991 0.191 1.661
H 2.279 -2.165 -0.385
H -1.990 -1.287 1.601
C 1.446 0.554 3.192
C 0.430 1.380 2.416
C 2.800 0.520 2.495
H 1.601 0.860 4.226
H 1.146 -0.499 3.227
H -0.004 0.743 1.632
H 2.780 0.233 1.444
H 0.964 2.041 1.721
H -0.289 1.884 3.051
H 3.359 1.458 2.560
H 3.537 -0.131 2.966
```

No. 3
Density functional theory data (ωB97M-V with the def2-TZVPD basis set) for the ion C4H7N2 with charge +1.

Summary:
DFT total energy = -265.6854 Eh
orbital gap = 11.1 eV
SMILES = CC/C=[N+]1C=N/1
net charge = +1
energy relative to the best compared isomer or geometry (same formula, charge and spin) = 585.7 kJ/mol

Geometry as XYZ:
```
13
C4H7N2 ωB97M-V with the def2-TZVPD basis set
C -1.597 -0.109 0.029
C -0.245 -0.672 -0.071
C 0.873 0.369 0.017
N 2.165 0.120 0.050
C 3.534 0.420 -0.083
N 3.298 -0.767 0.013
H -1.877 0.770 -0.577
H -2.368 -0.703 -0.432
H -1.905 0.222 0.991
H -0.094 -1.549 0.651
H 0.071 -1.054 -1.063
H 0.505 1.314 -0.220
H 4.363 1.184 0.033
```

No. 4
Density functional theory data (ωB97M-V with the def2-TZVPD basis set) for a cluster of 2 separate species, C3H7Cl3OSi in total.

Summary:
DFT total energy = -1863.8081 Eh
orbital gap (spin up / spin down) = 7.2 / 7.2 eV
energy relative to the best compared isomer or geometry (same formula, charge and spin) = 193.9 kJ/mol

Geometry as XYZ:
```
15
C3H7Cl3OSi ωB97M-V with the def2-TZVPD basis set
C 1.122 0.429 1.432
C -0.127 -0.938 -1.706
C -3.049 -0.003 0.746
O 0.662 -0.878 1.195
Si -0.369 -1.448 0.097
Cl -4.194 -0.343 -0.521
Cl -2.650 1.706 0.840
Cl -0.515 -3.380 0.522
H 0.285 1.084 1.673
H 1.642 0.818 0.557
H 1.811 0.388 2.274
H 0.302 0.060 -1.769
H 0.543 -1.632 -2.212
H -1.066 -0.928 -2.254
H -3.424 -0.340 1.704
```

No. 5
Density functional theory data (ωB97M-V with the def2-TZVPD basis set) for the ion CH3O3S with charge -1.

Summary:
DFT total energy = -663.7388 Eh
orbital gap = 6.9 eV
SMILES = O=[S@@H]([O-])=CO
net charge = -1
energy relative to the best compared isomer or geometry (same formula, charge and spin) = 347.9 kJ/mol

Geometry as XYZ:
```
8
CH3O3S ωB97M-V with the def2-TZVPD basis set
O 0.860 -1.291 -1.473
S -0.080 -0.524 -0.633
O -1.056 -1.336 0.057
C 0.779 0.244 0.610
O -0.127 1.115 1.356
H -1.139 0.362 -1.546
H 1.556 0.913 0.155
H -0.793 0.517 1.475
```

No. 6
Density functional theory data (ωB97M-V with the def2-TZVPD basis set) for an isolated molecule of C24H25N3O6S.

Summary:
DFT total energy = -1943.4695 Eh
orbital gap = 8.0 eV
SMILES = CCOC(=O)CSc1nc2ccc(N3CCOCC3)cc2c(=O)n1Cc1ccc2c(c1)OCO2
energy relative to the best compared isomer or geometry (same formula, charge and spin) = 125.9 kJ/mol

Geometry as XYZ:
```
59
C24H25N3O6S ωB97M-V with the def2-TZVPD basis set
C -0.731 3.633 5.171
C -0.518 2.198 4.718
O -1.715 1.704 4.105
C -1.633 1.201 2.878
O -0.621 1.109 2.235
C -2.998 0.766 2.388
S -3.266 1.519 0.758
C -2.166 0.480 -0.166
N -2.120 -0.753 0.172
C -1.290 -1.583 -0.526
C -1.183 -2.931 -0.173
C -0.359 -3.773 -0.879
C 0.396 -3.320 -1.980
N 1.177 -4.176 -2.733
C 2.484 -3.765 -3.207
C 2.792 -4.483 -4.523
O 2.746 -5.881 -4.353
C 1.478 -6.278 -3.894
C 1.110 -5.610 -2.562
C 0.286 -1.977 -2.330
C -0.538 -1.115 -1.616
C -0.622 0.291 -1.992
O -0.011 0.805 -2.909
N -1.484 1.052 -1.195
C -1.525 2.490 -1.418
C -0.807 3.223 -0.313
C -1.443 4.224 0.402
C -0.813 4.888 1.452
C 0.468 4.501 1.756
C 1.117 3.498 1.035
C 0.504 2.848 -0.005
O 2.379 3.323 1.537
C 2.504 4.239 2.600
O 1.305 4.971 2.737
H 0.162 3.993 5.672
H -1.572 3.687 5.857
H -0.932 4.272 4.315
H -0.304 1.547 5.571
H 0.299 2.125 3.993
H -3.784 1.105 3.057
H -3.026 -0.314 2.240
H -1.751 -3.294 0.670
H -0.281 -4.800 -0.560
H 2.519 -2.688 -3.354
H 3.252 -4.045 -2.468
H 3.800 -4.247 -4.865
H 2.063 -4.174 -5.287
H 1.519 -7.363 -3.777
H 0.713 -6.022 -4.643
H 0.094 -5.907 -2.303
H 1.804 -5.955 -1.780
H 0.816 -1.563 -3.173
H -2.565 2.816 -1.492
H -1.020 2.653 -2.376
H -2.457 4.492 0.150
H -1.311 5.667 2.005
H 1.013 2.074 -0.555
H 3.337 4.931 2.396
H 2.710 3.694 3.537
```

No. 7
Density functional theory data (ωB97M-V with the def2-TZVPD basis set) for an isolated molecule of C4H5N3OS.

Summary:
DFT total energy = -793.0246 Eh
orbital gap (spin up / spin down) = 7.2 / 7.2 eV
energy relative to the best compared isomer or geometry (same formula, charge and spin) = 358.6 kJ/mol

Geometry as XYZ:
```
14
C4H5N3OS ωB97M-V with the def2-TZVPD basis set
C -0.056 0.893 1.010
C 0.025 0.562 -0.332
C 0.053 -0.833 -0.723
C 0.071 1.524 -1.428
N -0.050 -0.002 2.035
N -0.257 -1.650 0.372
N -0.115 -1.277 1.730
O 0.283 -1.233 -1.848
S -0.124 -2.514 2.779
H 0.188 1.922 1.396
H 0.434 2.435 -1.039
H -0.922 1.604 -1.863
H 0.682 1.147 -2.295
H -0.212 -2.578 0.205
```

No. 8
Density functional theory data (ωB97M-V with the def2-TZVPD basis set) for a structure of composition C32H23N3P2RuS2.

Summary:
DFT total energy = -2970.8260 Eh
orbital gap (spin up / spin down) = 6.7 / 6.6 eV
net charge = +2
energy relative to the best compared isomer or geometry (same formula, charge and spin) = 190.6 kJ/mol

Geometry as XYZ:
```
63
C32H23N3P2RuS2 ωB97M-V with the def2-TZVPD basis set
Ru 0.942 -1.880 0.348
S 0.149 -1.579 2.527
C -2.071 -1.418 0.322
C -3.230 -1.110 -0.387
C -4.209 -2.065 -0.627
C -5.405 -1.668 -1.326
N -6.358 -1.351 -1.883
C -4.032 -3.379 -0.180
C -2.889 -3.701 0.536
C -1.940 -2.717 0.775
S -0.473 -3.241 1.648
C -5.002 -4.404 -0.466
N -5.768 -5.225 -0.705
H -3.392 -0.111 -0.771
H -2.752 -4.714 0.895
N 0.690 0.869 0.853
P 2.105 -0.011 0.965
C 3.244 0.840 1.988
C 2.792 1.421 3.180
C 3.706 2.037 4.015
C 5.058 2.033 3.685
C 5.506 1.430 2.515
C 4.604 0.817 1.662
C 2.645 -0.245 -0.706
C 2.568 0.779 -1.668
C 2.931 0.507 -2.965
C 3.338 -0.784 -3.336
C 3.398 -1.799 -2.405
C 3.063 -1.530 -1.076
P -0.791 -0.015 0.417
C -1.876 1.235 1.161
C -2.878 0.855 2.054
C -3.690 1.810 2.646
C -3.518 3.152 2.342
C -2.512 3.545 1.468
C -1.682 2.597 0.892
C -0.670 0.048 -1.387
C -0.233 -1.121 -2.009
C -0.084 -1.197 -3.383
C -0.431 -0.097 -4.160
C -0.896 1.062 -3.558
C -1.003 1.144 -2.173
H 0.537 1.619 1.522
H 1.744 1.402 3.457
H 3.368 2.510 4.927
H 5.770 2.496 4.355
H 6.559 1.437 2.269
H 4.951 0.356 0.745
H 2.243 1.772 -1.382
H 2.912 1.296 -3.707
H 3.623 -0.980 -4.362
H 3.737 -2.787 -2.689
H 3.245 -2.296 -0.319
H -3.027 -0.188 2.305
H -4.459 1.504 3.344
H -4.164 3.895 2.790
H -2.371 4.593 1.237
H -0.891 2.929 0.230
H -0.076 -2.075 -1.470
H 0.263 -2.111 -3.847
H -0.353 -0.154 -5.238
H -1.189 1.907 -4.166
H -1.373 2.055 -1.723
```

No. 9
Density functional theory data (ωB97M-V with the def2-TZVPD basis set) for an isolated molecule of C21H26N4O2S.

Summary:
DFT total energy = -1583.5400 Eh
orbital gap = 8.5 eV
SMILES = CCCn1c(N2CCN(S(=O)(=O)Cc3ccccc3)CC2)nc2ccccc21
energy relative to the best compared isomer or geometry (same formula, charge and spin) = 0.0 kJ/mol

Geometry as XYZ:
```
54
C21H26N4O2S ωB97M-V with the def2-TZVPD basis set
C 2.083 0.282 2.185
C 0.560 0.290 2.174
C -0.018 -1.081 2.542
N 0.375 -2.102 1.606
C 0.211 -2.107 0.236
N -0.546 -1.154 -0.410
C -1.976 -1.083 -0.166
C -2.452 0.325 -0.526
N -2.085 0.611 -1.888
S -2.985 1.735 -2.699
O -4.362 1.377 -2.522
O -2.457 1.828 -4.026
C -2.764 3.363 -1.860
C -1.328 3.578 -1.560
C -0.851 3.535 -0.253
C 0.503 3.662 0.006
C 1.396 3.834 -1.038
C 0.928 3.892 -2.341
C -0.425 3.767 -2.602
C -0.682 0.451 -2.186
C -0.262 -0.973 -1.823
N 0.912 -3.023 -0.372
C 1.593 -3.686 0.617
C 2.476 -4.754 0.534
C 3.019 -5.231 1.711
C 2.697 -4.665 2.943
C 1.818 -3.604 3.045
C 1.271 -3.119 1.871
H 2.461 0.023 3.172
H 2.465 -0.445 1.472
H 2.470 1.261 1.913
H 0.186 1.023 2.893
H 0.206 0.570 1.181
H -1.110 -1.018 2.606
H 0.356 -1.383 3.523
H -2.197 -1.300 0.877
H -2.508 -1.812 -0.796
H -3.539 0.396 -0.466
H -1.992 1.046 0.167
H -3.160 4.075 -2.578
H -3.392 3.330 -0.975
H -1.546 3.414 0.566
H 0.859 3.626 1.025
H 2.452 3.928 -0.836
H 1.621 4.034 -3.156
H -0.792 3.793 -3.616
H -0.558 0.644 -3.251
H -0.069 1.158 -1.610
H 0.806 -1.115 -1.984
H -0.811 -1.697 -2.437
H 2.718 -5.189 -0.422
H 3.709 -6.061 1.680
H 3.146 -5.067 3.840
H 1.575 -3.180 4.009
```

No. 10
Density functional theory data (ωB97M-V with the def2-TZVPD basis set) for a cluster of 12 separate species, C18H62N22O12 in total.

Summary:
DFT total energy = -2830.9612 Eh
orbital gap = 9.2 eV
SMILES = COC[C@H](C)N.COC[C@H](C)N.NC(N)=O.NC(N)=O.NC(N)=O.NC(N)=O.NC(N)=O.NC(N)=O.NC(N)=O.NC(N)=O.NC(N)=O.NC(N)=O
energy relative to the best compared isomer or geometry (same formula, charge and spin) = 40.2 kJ/mol

Geometry as XYZ:
```
114
C18H62N22O12 ωB97M-V with the def2-TZVPD basis set
C -5.508 3.521 1.950
O -4.171 3.255 2.293
C -3.711 4.244 3.225
C -2.299 3.795 3.702
C -1.301 3.460 2.610
N -2.462 2.703 4.702
H -5.783 2.839 1.146
H -5.548 4.512 1.459
H -6.158 3.698 2.811
H -3.664 5.161 2.620
H -4.403 4.438 4.048
H -1.890 4.625 4.285
H -1.078 4.322 1.976
H -1.692 2.700 1.940
H -0.362 3.229 3.109
H -2.957 1.961 4.204
H -3.214 3.059 5.288
C 3.042 -5.005 -0.080
O 3.468 -3.656 -0.010
C 3.468 -3.024 1.272
C 4.832 -3.130 1.956
C 5.013 -2.346 3.262
N 5.904 -2.848 1.004
H 1.973 -5.070 0.151
H 3.487 -5.512 0.783
H 3.318 -5.422 -1.042
H 3.047 -2.034 1.077
H 2.709 -3.494 1.911
H 4.828 -4.183 2.268
H 5.991 -2.515 3.704
H 4.221 -2.605 3.963
H 4.960 -1.298 2.949
H 5.888 -1.852 0.808
H 5.646 -3.351 0.162
N 4.345 -1.058 -1.860
C 4.255 -0.272 -0.738
N 5.496 0.319 -0.579
O 3.246 0.256 -0.274
H 5.207 -1.476 -2.154
H 3.537 -1.590 -2.171
H 6.208 0.086 -1.237
H 5.446 1.139 0.006
N 0.584 -3.085 -1.418
C 0.960 -2.782 -2.684
N 0.693 -3.806 -3.571
O 1.461 -1.702 -3.016
H 0.229 -3.984 -1.157
H 0.795 -2.357 -0.752
H 1.239 -3.721 -4.414
H 0.542 -4.688 -3.118
N -4.942 1.158 -1.384
C -5.550 -0.068 -1.328
N -6.856 -0.015 -1.671
O -4.993 -1.100 -0.930
H -3.930 1.316 -1.350
H -5.519 1.843 -1.833
H -7.142 -0.955 -1.918
H -7.385 0.765 -2.003
N 0.684 -2.509 4.161
C 1.586 -1.796 4.919
N 1.871 -0.603 4.355
O 2.012 -2.249 5.982
H 0.519 -3.475 4.379
H 0.616 -2.241 3.192
H 1.526 -0.375 3.429
H 2.500 0.049 4.788
N -2.938 3.913 -0.423
C -2.153 3.127 -1.193
N -1.361 3.806 -2.055
O -2.244 1.880 -1.127
H -3.458 3.457 0.313
H -2.775 4.902 -0.419
H -1.029 4.713 -1.768
H -0.623 3.316 -2.550
N -1.189 0.223 0.962
C 0.084 -0.185 0.807
N 0.481 0.017 -0.472
O 0.821 -0.580 1.720
H -1.696 0.635 0.195
H -1.507 0.466 1.888
H 1.478 0.001 -0.648
H -0.135 0.287 -1.219
N -2.201 -0.502 -3.025
C -1.971 -0.169 -4.335
N -1.772 -1.248 -5.131
O -1.993 0.996 -4.721
H -2.429 0.346 -2.525
H -2.405 -1.445 -2.753
H -1.756 -2.176 -4.754
H -1.532 -1.103 -6.095
N 2.791 1.739 -3.200
C 1.548 1.984 -3.637
N 0.668 1.001 -3.482
O 1.235 3.083 -4.156
H 3.035 0.837 -2.826
H 3.481 2.444 -3.020
H -0.278 1.098 -3.823
H 1.022 0.106 -3.152
N 2.640 2.380 1.945
C 2.562 3.369 1.016
N 2.242 2.950 -0.242
O 2.606 4.562 1.328
H 2.671 1.427 1.630
H 2.578 2.659 2.906
H 2.471 1.991 -0.492
H 2.059 3.686 -0.900
N -3.705 -3.746 -1.940
C -2.611 -3.619 -1.112
N -2.606 -2.423 -0.453
O -1.707 -4.443 -1.020
H -3.570 -4.029 -2.893
H -4.489 -3.144 -1.741
H -1.798 -2.036 -0.005
H -3.374 -1.754 -0.559
```

No. 11
Density functional theory data (ωB97M-V with the def2-TZVPD basis set) for an isolated molecule of C9H15PSi.

Summary:
DFT total energy = -982.6786 Eh
orbital gap = 8.5 eV
SMILES = C[Si](C)(C)C1=P[C@H]2C=C[C@@H]1C2
energy relative to the best compared isomer or geometry (same formula, charge and spin) = 37.4 kJ/mol

Geometry as XYZ:
```
26
C9H15PSi ωB97M-V with the def2-TZVPD basis set
C -1.648 2.102 0.205
Si -1.506 0.163 -0.188
C -2.138 -0.901 1.356
C -2.727 -0.355 -1.523
C 0.325 -0.028 -0.594
P 1.173 1.199 -1.356
C 2.905 0.320 -0.753
C 2.894 0.618 0.741
C 2.085 -0.251 1.338
C 1.501 -1.162 0.276
C 2.569 -1.132 -0.844
H -1.144 2.940 -0.195
H -2.680 2.411 0.122
H -1.462 2.290 1.294
H -3.034 -0.511 1.738
H -2.460 -1.925 1.013
H -1.432 -0.914 2.220
H -2.398 -1.189 -2.096
H -3.666 -0.692 -1.085
H -2.846 0.564 -2.084
H 3.854 0.549 -1.286
H 3.572 1.262 1.308
H 1.850 -0.164 2.380
H 0.811 -2.030 0.560
H 3.384 -1.836 -0.692
H 2.218 -1.331 -1.855
```

Number 1: molecular weight 105.14 Da. Number 2: molecular weight 175.28 Da. Number 3: molecular weight 83.11 Da. Number 4: molecular weight 193.53 Da. Number 5: molecular weight 95.10 Da. Number 6: molecular weight 483.55 Da. Number 7: molecular weight 143.17 Da. Number 8: molecular weight 676.71 Da. Number 9: molecular weight 398.53 Da. Number 10: molecular weight 778.84 Da. Number 11: molecular weight 182.28 Da.